No. 1
A molecular structure, C16H15BCl3MoN10O6 at a distorted geometry, computed with ωB97M-V/def2-TZVPD.

ΔE to the lowest compared entry with this formula, charge and spin ... 20.58 kcal/mol
Total energy ... -3090.61517 hartree
Net charge ... +2
Spin multiplicity ... 4
Highest occupied orbital energy (spin up / spin down) ... -14.320 / -14.320 eV
Orbital gap (spin up / spin down) ... 6.24 / 5.06 eV

Positions of all 52 atoms, in Å:
1 Mo 0.69692 0.96609 -0.89106
2 C -3.53645 0.83634 -1.12592
3 C -2.30501 1.25014 -1.58605
4 N -1.33587 0.62516 -0.88943
5 N -1.93398 -0.18199 0.01748
6 C -3.25579 -0.06777 -0.10743
7 B -1.07191 -1.08785 0.94088
8 N -0.13566 -0.16132 1.77740
9 C -0.00971 -0.07833 3.10178
10 C 0.87566 0.94408 3.40614
11 C 1.25028 1.45887 2.18279
12 N 0.64484 0.78224 1.18368
13 N -0.15479 -1.88470 -0.02757
14 C 0.15103 -3.17289 -0.20193
15 C 1.09410 -3.28915 -1.21151
16 C 1.33254 -1.99280 -1.61729
17 N 0.58076 -1.14168 -0.89665
18 N -1.95937 -1.86651 1.86372
19 C -2.18352 -3.18445 2.14725
20 C -3.12055 -3.24885 3.13822
21 C -3.44115 -1.90039 3.41089
22 N -2.74893 -1.08050 2.64912
23 H -4.50753 1.14268 -1.47180
24 H -2.06322 1.95480 -2.36516
25 H -3.92911 -0.61357 0.53061
26 H -0.54441 -0.73262 3.76807
27 H 1.18598 1.27145 4.38247
28 H 1.87823 2.31491 2.00390
29 H -0.30464 -3.95654 0.37116
30 H 1.54107 -4.19358 -1.58404
31 H 2.00271 -1.63485 -2.38134
32 H -1.68975 -3.99425 1.64607
33 H -3.55719 -4.13127 3.57172
34 H -4.15013 -1.51019 4.12315
35 C 4.72823 1.12106 0.48595
36 C 3.44456 1.18303 -0.22106
37 O 2.80607 0.26831 -0.72235
38 H 5.40774 0.47549 -0.07045
39 H 4.56489 0.66129 1.46526
40 H 5.15008 2.11216 0.62855
41 Cl 0.57297 2.60287 -6.11585
42 C 0.83963 0.96938 -5.51572
43 Cl 2.42896 0.35535 -5.98784
44 Cl -0.45161 -0.12546 -6.03011
45 C 0.80641 0.99828 -4.05637
46 N 0.78456 1.00295 -2.90978
47 O -1.22898 3.02518 0.70884
48 N -0.57318 3.61108 -0.10303
49 O -0.53985 4.75935 -0.37942
50 O 0.15956 2.79514 -1.00562
51 O 2.74639 2.35231 -0.39586
52 O 3.05809 3.39148 0.36552

Atomic forces in eV per Å
-1.058 -0.185 1.989
0.055 -0.025 -0.032
-0.111 -0.049 -0.046
-0.006 0.117 -0.148
0.040 0.036 0.003
-0.079 0.056 -0.077
-0.302 -0.179 0.232
0.034 0.034 -0.053
0.109 0.009 0.079
0.072 0.039 -0.062
-0.113 0.018 0.142
0.016 0.094 0.548
0.080 -0.041 0.045
0.015 -0.009 -0.123
0.019 0.013 0.007
-0.091 -0.087 -0.049
0.135 -0.326 -0.192
0.157 -0.093 -0.188
-0.020 -0.014 0.091
-0.151 0.094 -0.077
0.047 -0.177 -0.082
-0.045 0.189 0.127
0.007 0.018 -0.005
0.033 0.028 0.035
0.083 -0.043 0.052
-0.099 -0.034 -0.107
-0.014 0.014 -0.002
0.022 0.001 -0.079
-0.015 0.041 0.064
-0.017 0.001 -0.022
0.002 0.035 0.014
0.005 0.000 -0.016
0.082 -0.018 0.044
0.007 0.030 0.003
0.080 0.249 -0.010
0.569 -0.835 0.033
0.265 0.469 0.072
-0.039 -0.028 -0.023
-0.079 -0.023 -0.017
0.040 -0.023 -0.023
0.029 -0.105 0.141
-0.049 -0.059 -0.653
-0.106 0.041 0.083
0.107 0.079 0.087
0.013 0.056 0.416
0.174 0.016 -2.010
0.418 -0.061 0.228
-1.341 0.070 -0.238
0.496 0.111 0.123
0.503 -0.074 -0.291
-0.150 0.610 0.082
0.166 -0.081 -0.117

=====

No. 2
A molecular structure, C18H20IO6Pt at a distorted geometry, computed with ωB97M-V/def2-TZVPD.

ΔE to the lowest compared entry with this formula, charge and spin ... 75.21 kcal/mol
Total energy ... -1566.07484 hartree
Net charge ... +1
Highest occupied orbital energy ... -11.504 eV
Orbital gap ... 8.07 eV

Positions of all 46 atoms, in Å:
1 Pt -0.51399 -0.25674 -1.72686
2 C -0.20246 -4.27559 -0.92595
3 C -0.90124 -3.09285 -0.28362
4 C -2.00938 -3.50838 0.67436
5 O -1.41703 -2.21645 -1.31377
6 C 0.08495 -2.27851 0.51862
7 O 1.13410 -2.66956 0.92905
8 O -0.43440 -1.05560 0.80363
9 H -0.94037 -4.98746 -1.29576
10 H 0.44956 -4.76987 -0.21069
11 H 0.40149 -3.93434 -1.76693
12 H -2.69532 -4.19678 0.17869
13 H -2.56257 -2.63390 1.01515
14 H -1.58539 -4.01478 1.54097
15 H -2.24336 -2.53456 -1.69809
16 I 1.95964 -0.77597 -1.39660
17 C 2.36998 -0.14268 0.36678
18 C 3.68556 0.18133 0.25546
19 C 4.25966 0.98282 1.27416
20 C 3.51532 1.35307 2.35085
21 C 2.16535 0.94989 2.49852
22 C 1.42764 1.29232 3.65946
23 C 0.13332 0.88856 3.81073
24 C -0.47736 0.11231 2.80834
25 C 0.22334 -0.24518 1.69794
26 C 1.54933 0.16547 1.48107
27 H 4.28453 -0.12793 -0.58974
28 H 5.28883 1.29916 1.17552
29 H 3.95657 1.95628 3.13374
30 H 1.91481 1.87644 4.42944
31 H -0.41470 1.12699 4.71153
32 H -1.49219 -0.24261 2.92741
33 C -1.10536 2.72471 -3.62361
34 C -1.33080 2.38133 -2.16625
35 C -1.56240 3.57447 -1.27192
36 O -0.16646 1.57567 -1.68534
37 C -2.61598 1.50366 -2.14805
38 O -3.68731 1.99644 -2.32828
39 O -2.36575 0.23208 -1.96959
40 H -0.25077 3.39457 -3.72915
41 H -1.99370 3.21356 -4.01574
42 H -0.90756 1.82324 -4.20566
43 H -0.68611 4.22618 -1.26883
44 H -1.77372 3.25917 -0.24657
45 H -2.42060 4.13034 -1.63923
46 H -0.04768 1.73970 -0.73519

Atomic forces in eV per Å
-1.423 -4.049 -0.168
-0.046 0.016 -0.151
0.078 -0.517 -0.204
-0.225 0.116 -0.098
0.658 0.418 -0.178
0.067 0.028 0.674
-0.123 -0.195 0.235
-0.428 -0.637 -0.038
0.017 -0.001 -0.006
-0.048 -0.049 0.034
0.065 -0.020 0.045
0.008 -0.003 0.005
-0.001 -0.014 0.018
0.025 -0.060 -0.041
-0.019 0.200 -0.057
-1.505 -2.163 -4.675
1.033 0.978 2.108
0.874 1.265 2.160
0.296 -0.372 -0.205
0.039 0.085 0.071
-0.189 -0.128 0.092
0.079 0.028 -0.091
0.040 -0.008 -0.055
-0.019 0.084 0.264
0.037 0.103 0.429
0.723 0.434 0.070
0.058 0.197 0.015
0.029 -0.022 0.088
-0.020 0.047 -0.017
0.018 -0.019 0.000
-0.035 0.055 -0.041
-0.001 -0.026 -0.027
0.750 0.078 0.068
-1.667 0.312 -0.572
0.767 -0.012 0.220
0.722 3.490 -0.090
1.132 0.245 0.156
-0.423 0.015 -0.007
-1.153 -0.407 -0.043
-0.017 0.029 -0.034
-0.039 -0.031 0.063
-0.067 0.002 -0.015
-0.044 0.071 -0.014
-0.058 0.028 0.004
-0.025 -0.074 -0.033
0.065 0.483 0.043

=====

No. 3
A gas-phase ion, C12H18N3O5 (charge -1) at a distorted geometry, computed with ωB97M-V/def2-TZVPD.

SMILES ... CNC(=O)[C@@H](CC(=O)[O-])NC(=O)[C@H]1CCCN1C(C)=O
Total energy ... -1008.62580 hartree
Net charge ... -1
Highest occupied orbital energy ... -4.448 eV
Orbital gap ... 7.12 eV

Positions of all 38 atoms, in Å:
1 O -3.22851 0.67885 0.81308
2 O 4.38608 0.32491 1.51382
3 O 0.40155 -1.43902 2.05453
4 O 0.19195 2.79449 0.10178
5 O 4.78915 -0.15679 -0.61286
6 C -2.90659 -0.06841 -0.14744
7 C 4.02262 0.15462 0.32797
8 C 1.29180 -0.55364 2.17240
9 C -0.37915 1.75464 -0.14456
10 N 2.13788 -0.60716 3.17056
11 N 0.17068 0.58417 0.32276
12 N -2.15461 0.28024 -1.20380
13 C -3.41638 -1.53213 -0.15113
14 C 1.96282 -1.56568 4.21266
15 C -1.91899 -0.47679 -2.45481
16 C -1.44193 0.63545 -3.52022
17 C 2.52192 0.07737 -0.08889
18 C -0.75938 1.68850 -2.65019
19 C 1.47016 0.49718 1.01662
20 C -1.40363 1.57308 -1.28763
21 H 2.90433 0.11419 3.17666
22 H -0.41302 -0.24894 0.51112
23 H -2.52999 -2.23372 -0.31009
24 H -4.16047 -1.75708 -0.93572
25 H -3.93866 -1.79827 0.75949
26 H 1.05164 -1.27787 4.79535
27 H 1.91293 -2.53989 3.77479
28 H 2.75048 -1.65584 4.96976
29 H -1.16695 -1.30709 -2.37097
30 H -2.87142 -0.85182 -2.73551
31 H -2.38131 1.09893 -3.95873
32 H -0.84051 0.11833 -4.39779
33 H 2.41645 0.75007 -0.95054
34 H 2.29722 -1.00461 -0.38571
35 H -0.74137 2.79875 -3.03177
36 H 0.27223 1.37119 -2.69234
37 H 1.90029 1.45242 1.42405
38 H -2.19929 2.32734 -1.08671

Atomic forces in eV per Å
1.205 -1.056 -2.269
-0.978 0.712 0.594
0.620 1.361 0.033
-0.759 1.176 -0.476
-0.327 0.481 -0.212
-1.924 -0.114 2.072
0.949 -1.635 -0.585
-1.566 -1.560 -2.348
2.136 -1.735 -0.074
2.405 2.462 0.697
-0.922 -0.439 0.690
2.059 0.796 -1.397
0.997 -0.618 -0.828
-0.639 0.211 1.385
0.949 0.752 -0.221
-1.679 -1.162 -0.813
-0.395 -0.924 1.148
0.695 1.164 -1.390
0.907 0.197 -0.037
-1.921 0.689 2.430
-0.792 -1.291 -0.258
0.579 0.671 -0.297
-1.168 0.804 0.251
0.484 0.364 -0.089
0.336 0.342 0.391
0.386 -0.773 -0.516
-0.638 -0.676 -0.165
0.339 0.738 -0.558
-0.597 0.789 0.156
-0.637 -0.774 -0.564
0.966 -0.759 0.268
-0.997 1.348 1.938
-0.273 -0.295 0.189
0.375 1.484 0.145
-0.373 -2.245 0.578
0.585 0.192 0.869
-1.112 -0.654 -0.293
0.728 -0.020 -0.441